The following is a quantum chemistry calculation of 2 unconnected molecules or ions with the total composition C5H9NO at a distorted geometry, from OMol25.

Structure (SMILES): C=CCC#N.CO
Relative energy (zero: lowest compared OMol25 entry of this formula, charge and spin) (kcal per mole): 52.8
Total charge: 0
Electronic energy (eV): -8866.92417
Spin multiplicity: 1

```
16
C5H9NO (ωB97M-V/def2-TZVPD)
C 0.665 1.340 0.857
C -0.229 0.972 -0.053
C -1.591 0.415 0.284
C -2.628 1.453 0.217
N -3.413 2.302 0.176
H 1.633 1.735 0.568
H 0.474 1.248 1.924
H -0.007 1.067 -1.116
H -1.595 -0.016 1.289
H -1.850 -0.388 -0.410
C 1.706 -1.683 -0.396
O 0.345 -1.819 -0.783
H 2.127 -0.719 -0.708
H 1.747 -1.737 0.697
H 2.323 -2.490 -0.810
H 0.292 -1.679 -1.737
```